[1]
71
Properties=species:S:1:pos:R:3:forces:R:3 method="wB97M-V/def2-TZVPD" orbital_gap_ha="0.0957 / 0.0914" de_lowest_kcal_mol=21.55 e_tot_ha=-3474.37577 homo_energy_ev="-4.752 / -4.633" spin_multiplicity=2
O -3.513562 -0.787537 2.268317 -2.0 -4.0 -3.4
H -3.841035 -1.758566 2.360577 0.5 2.3 0.8
Cu -0.960803 -0.050802 0.717648 -1.3 0.7 -3.1
N 0.376354 -0.813522 -0.561596 -0.2 -2.0 -2.8
N -2.092978 -1.192321 -0.604942 -1.4 -1.3 -3.5
O 1.702471 -0.531952 -0.572925 1.8 0.9 0.7
O -3.382594 -1.206240 -0.874157 1.0 0.4 2.1
C 0.016693 -1.717370 -1.466625 0.5 1.4 1.7
C -1.377142 -1.842317 -1.579090 -2.2 0.6 2.6
C 0.938965 -2.516236 -2.312333 0.3 0.0 -0.1
C -2.128446 -2.737690 -2.483039 0.1 -0.4 -0.8
H 1.941773 -2.464625 -1.885885 0.0 -0.1 -0.2
H 0.941141 -2.099775 -3.331546 0.1 -0.2 0.2
H 0.598577 -3.564286 -2.366035 0.1 0.4 0.0
H -3.210655 -2.546383 -2.424683 0.7 0.1 0.0
H -1.947494 -3.787468 -2.216766 0.0 0.0 -0.1
H -1.780796 -2.595259 -3.505451 -0.1 -0.2 -0.3
H 1.696143 0.324585 -0.050765 0.2 -1.2 -0.6
H -3.437681 -0.999241 1.228468 0.0 1.8 2.2
O -0.468552 1.603919 -2.353807 0.8 0.9 -0.8
H 0.228074 2.093614 -2.852823 -0.8 -0.6 0.6
H -1.210886 2.236512 -2.294435 0.0 -0.2 0.1
C -0.922828 -0.687502 2.343634 -0.3 -2.1 4.8
H -0.731620 0.360909 2.681054 0.8 -0.6 0.0
H -0.145523 -1.424871 1.931877 -0.4 1.0 1.4
H -1.646144 -1.085080 3.168579 1.6 0.3 -2.0
O 2.948765 -1.734723 3.359174 -0.3 -0.3 0.3
H 2.670957 -2.629513 3.103265 0.1 0.5 0.0
H 2.203711 -1.404789 3.887271 0.2 -0.1 -0.4
F 5.162546 2.795869 2.626850 -0.3 0.5 -0.2
C 4.132471 3.469571 2.012223 0.0 -0.3 0.2
C 3.050527 2.718796 1.613535 -0.3 0.7 -0.2
C 1.935589 3.366838 1.047556 0.8 0.7 0.0
C 0.744495 2.638824 0.671908 -0.5 -2.7 -0.1
O 0.733083 1.370868 0.673514 0.9 3.2 0.7
C -0.403755 3.394054 0.299175 0.0 1.1 -0.2
C -0.263846 4.734605 0.030200 0.2 -1.3 0.2
N 0.923576 5.400246 0.164880 0.5 -1.7 1.3
C 1.037607 6.701635 -0.355805 -0.1 1.2 -0.4
C 0.194353 7.077263 -1.539207 0.2 0.0 -0.6
C -0.115822 7.643330 -0.196306 -0.1 0.7 0.5
C 1.984914 4.762709 0.831136 -0.5 0.4 -0.4
C 3.081117 5.509194 1.278347 0.9 -0.5 0.3
C 4.183257 4.876185 1.887580 -1.1 -0.6 -0.4
N 5.234232 5.658354 2.394520 0.4 0.8 -0.2
C 4.862372 6.772261 3.252000 -0.2 -0.4 0.0
C 5.863941 7.905524 3.133105 -0.8 -0.1 -0.4
N 7.199143 7.324139 3.370755 1.0 0.5 0.7
C 7.598442 6.204728 2.494556 -0.3 -0.8 -0.7
C 6.549952 5.110714 2.664279 -0.4 -0.2 -0.1
C -1.711792 2.706454 -0.045071 -1.5 -1.1 0.0
O -2.344951 3.239203 -0.985802 0.4 0.1 0.4
O -2.052098 1.669168 0.608310 0.5 2.0 -0.6
H 3.027021 1.642106 1.745330 0.0 0.1 0.1
H -1.098314 5.311419 -0.357394 0.1 -0.4 0.0
H 2.036283 7.132345 -0.326312 -0.3 -0.3 0.0
H 0.664973 7.748030 -2.256171 -0.2 -0.3 0.0
H -0.485811 6.326789 -1.947229 0.3 0.3 0.0
H -1.006193 7.272183 0.318092 0.4 0.3 -0.1
H 0.148177 8.688083 -0.032358 -0.3 -0.2 0.1
H 3.092108 6.593379 1.174458 0.0 -0.4 0.0
H 4.809244 6.436006 4.309408 0.0 0.2 -0.1
H 3.865751 7.122866 2.968930 0.3 0.0 0.2
H 5.881616 8.351875 2.138855 -0.1 -0.1 0.0
H 5.681169 8.679833 3.878800 0.1 0.0 0.0
H 7.908343 8.054247 3.312090 0.0 0.0 0.3
H 7.186856 6.940171 4.315464 0.2 0.2 0.3
H 8.587967 5.849016 2.792609 -0.1 0.2 0.1
H 7.637812 6.587512 1.472404 -0.1 -0.1 0.1
H 6.593173 4.718629 3.701313 0.2 -0.1 -0.3
H 6.758487 4.294681 1.962601 0.0 0.2 0.3


[2]
63
Properties=species:S:1:pos:R:3:forces:R:3 method="wB97M-V/def2-TZVPD" total_charge=+2 orbital_gap_ha="0.1870 / 0.2026" e_tot_ha=-2943.58542 homo_energy_ev="-13.156 / -13.167" spin_multiplicity=3
V 0.429125 -0.925814 0.130680 -0.4 1.3 0.7
C 0.373746 -3.188348 1.773140 -0.3 0.0 0.9
C 1.338892 -2.356417 2.365997 0.7 -0.2 -0.7
C 2.350651 -1.806287 1.535487 0.1 0.1 -1.0
C 2.400502 -2.097880 0.123833 -0.9 -0.5 0.3
C 1.382360 -2.928536 -0.454375 0.0 -0.2 1.4
C 0.350819 -3.447621 0.397016 0.7 -0.2 -0.6
H -0.370314 -3.647891 2.453797 0.4 0.3 -0.7
H 1.339420 -2.172979 3.457464 0.0 -0.1 -0.9
H 3.116757 -1.130320 1.940471 -0.4 -0.4 -0.1
H 3.092650 -1.606784 -0.568707 0.1 -0.3 0.6
H 1.382616 -3.141420 -1.518163 0.0 -0.1 0.2
H -0.456518 -4.088768 -0.001341 0.7 0.5 0.1
C -3.508180 3.386416 1.790573 0.2 -0.5 0.9
N -3.285588 1.919511 1.841171 -0.4 -0.3 0.0
C -3.377367 1.143480 3.001454 0.0 -1.1 -1.5
C -3.212856 -0.164189 2.642215 0.3 2.3 -0.3
N -2.945425 -0.150871 1.243206 1.0 -2.0 -0.2
C -3.108513 1.121917 0.721864 0.5 1.7 0.1
S -3.099974 1.692628 -0.873896 0.1 -0.8 1.1
C -2.503329 -1.273238 0.434210 -0.6 0.8 -0.7
C -3.234955 -2.460966 0.415302 -0.3 0.0 -0.4
C -3.137487 -3.297628 -0.707573 0.7 0.1 0.6
C -2.300653 -2.945125 -1.756660 0.7 0.4 -1.8
C -1.488912 -1.811291 -1.649701 -0.8 0.1 1.2
N -1.498221 -1.046726 -0.491205 -1.8 -0.9 -0.4
H -4.581929 3.628726 1.689869 0.6 -0.2 -0.2
H -2.907943 3.736950 0.953316 -0.3 0.3 0.1
H -3.133768 3.804898 2.760277 -0.3 -0.3 -0.9
H -3.591593 1.568062 3.963594 0.0 0.1 0.1
H -3.202390 -0.993300 3.292369 0.1 -1.0 0.1
H -3.972271 -2.667304 1.189995 0.1 0.2 -0.2
H -3.671626 -4.235236 -0.788110 -0.3 0.2 0.2
H -2.260328 -3.527691 -2.724917 -0.2 0.7 1.4
H -0.866540 -1.428745 -2.481302 -0.1 -0.5 0.7
C 1.571588 -0.875624 -3.599637 1.3 -0.2 1.1
Si 2.022164 0.614260 -2.467928 0.4 0.8 -0.3
C 1.608217 2.257227 -3.331135 0.2 0.1 0.2
C 3.873625 0.645268 -2.104509 0.1 0.8 -0.1
C 0.953253 0.679005 -0.882409 -0.6 -1.9 -1.3
Si 1.156333 1.620467 0.665024 0.7 2.9 0.1
C 2.925829 1.885759 1.128597 1.4 -0.1 0.0
C 0.381227 3.308834 0.291312 -0.2 0.4 0.4
C 0.370502 0.694891 2.145117 -0.2 -0.8 -0.5
H 2.441198 -1.059008 -4.281391 -0.7 0.1 0.5
H 0.737249 -0.571734 -4.189294 -0.8 -0.1 -0.6
H 1.355999 -1.828844 -3.051085 0.1 0.8 -0.6
H 2.336164 2.407460 -4.145506 -0.3 -0.1 0.1
H 1.741266 3.131048 -2.650979 -0.1 -0.7 -0.3
H 0.588503 2.318218 -3.741475 0.3 -0.1 0.1
H 4.454230 0.190101 -2.917349 -0.2 -0.1 0.2
H 4.194431 0.212389 -1.150667 0.0 0.1 -0.2
H 4.182943 1.727244 -2.113426 -0.3 -0.9 0.2
H -0.055043 0.944259 -1.320665 0.4 -0.1 0.6
H 3.467275 2.604465 0.454043 -0.7 -0.4 0.7
H 3.527308 0.971549 1.013036 -0.2 0.0 0.0
H 3.080592 2.167845 2.191731 -0.2 0.2 -0.6
H 1.104015 3.905390 -0.324535 -0.4 -0.5 0.6
H 0.132323 3.920578 1.213302 0.2 -0.7 -1.1
H -0.513406 3.172067 -0.348496 0.2 0.2 0.5
H 1.099284 0.277723 2.845001 0.0 0.5 -0.1
H -0.285510 -0.178580 1.927725 -0.4 0.2 0.3
H -0.292416 1.396528 2.644246 -0.1 0.0 0.1


[3]
62
Properties=species:S:1:pos:R:3:forces:R:3 method="wB97M-V/def2-TZVPD" orbital_gap_ha=0.3154 de_lowest_kcal_mol=13.18 e_tot_ha=-1228.28585 smiles="CC(C)C[C@@H]1Nc2ccc(C(=O)NCCCN3CCCC[C@H]3C)cc2NC1=O" homo_energy_ev=-7.990 spin_multiplicity=1
C -6.539651 -2.624087 -0.288201 0.2 0.1 0.2
C -5.015011 -2.607057 -0.214184 0.0 -0.1 -0.3
C -4.437171 -3.868945 -0.853403 0.0 0.2 0.2
C -4.426677 -1.376231 -0.912164 -0.1 0.0 0.4
C -4.893106 -0.017985 -0.344214 -0.1 -0.5 -0.1
N -4.274071 1.087066 -1.045750 -0.3 0.3 -0.1
C -2.963595 1.393481 -0.776435 0.4 0.2 0.1
C -2.140317 2.058859 -1.680083 -0.1 -0.1 0.1
C -0.845898 2.402760 -1.338282 0.1 -0.1 0.2
C -0.339047 2.088433 -0.080817 -0.4 -0.1 0.1
C 1.030461 2.446186 0.380435 0.0 0.1 -0.2
O 1.304423 2.557584 1.562050 0.0 -0.1 0.2
N 1.943894 2.651246 -0.601043 0.0 0.0 -0.3
C 3.330196 2.938386 -0.320177 0.4 0.1 0.0
C 4.245896 1.756400 -0.641368 -0.3 0.0 0.3
C 3.943865 0.554490 0.258266 0.1 0.2 -0.3
N 4.694508 -0.613688 -0.162106 0.0 0.1 0.0
C 6.054276 -0.622014 0.344314 0.2 0.0 -0.2
C 6.876186 -1.693486 -0.364474 0.0 0.0 0.3
C 6.228683 -3.058867 -0.172478 0.0 0.1 -0.2
C 4.785090 -2.993317 -0.657823 -0.1 0.0 0.1
C 3.996881 -1.876556 0.037695 -0.2 -0.3 -0.1
C 3.687678 -2.224944 1.502459 0.1 0.2 -0.3
C -1.169716 1.448571 0.839459 0.1 0.0 -0.2
C -2.461810 1.103778 0.504318 0.2 0.1 -0.5
N -3.322705 0.509614 1.428040 0.4 0.1 0.4
C -4.564395 0.051229 1.145005 -0.4 0.1 -0.2
O -5.328153 -0.324651 2.007035 -0.2 -0.1 0.1
H -6.877868 -2.500383 -1.315530 -0.1 0.0 -0.2
H -6.918608 -3.572412 0.084743 -0.1 -0.1 0.0
H -6.960560 -1.832781 0.325229 -0.1 0.1 0.0
H -4.724559 -2.586104 0.840466 0.0 0.0 0.0
H -4.731405 -3.934079 -1.899240 0.0 0.0 -0.2
H -4.802038 -4.754842 -0.339892 0.0 -0.1 0.0
H -3.350480 -3.867350 -0.801363 0.1 0.0 0.0
H -3.335095 -1.413265 -0.843640 0.0 0.0 -0.1
H -4.693942 -1.407364 -1.973214 0.0 0.0 0.0
H -5.977785 0.074244 -0.452703 0.2 0.0 0.2
H -4.559787 1.194828 -2.008341 0.0 0.0 0.1
H -2.530929 2.315888 -2.654044 0.0 0.0 -0.1
H -0.249231 2.945446 -2.056173 0.1 0.1 -0.1
H 1.712058 2.409523 -1.550437 -0.1 0.0 0.1
H 3.385174 3.178533 0.744179 0.0 0.1 -0.1
H 3.636094 3.815245 -0.901297 0.0 0.0 0.1
H 4.116381 1.454616 -1.682974 0.1 0.0 0.0
H 5.279886 2.076057 -0.511905 0.1 0.0 -0.1
H 2.878458 0.325656 0.176266 0.0 0.0 0.1
H 4.144346 0.828329 1.306128 -0.1 0.0 0.0
H 6.493476 0.358172 0.146139 0.0 0.0 0.1
H 6.091102 -0.785086 1.435667 0.0 0.0 0.0
H 7.895702 -1.690634 0.025537 0.0 0.0 0.0
H 6.913453 -1.458958 -1.429763 0.0 0.0 0.0
H 6.260521 -3.338640 0.881965 0.1 -0.1 0.1
H 6.774586 -3.819883 -0.733951 0.0 0.0 0.1
H 4.282005 -3.947412 -0.490964 0.0 0.0 0.0
H 4.787121 -2.791730 -1.730834 0.0 0.0 -0.1
H 3.034515 -1.776421 -0.483953 0.1 0.0 0.1
H 3.108584 -3.144183 1.544576 -0.1 -0.1 0.1
H 3.105711 -1.430551 1.964077 -0.1 0.1 0.1
H 4.596020 -2.365978 2.080586 0.1 0.0 0.1
H -0.782220 1.242879 1.825977 0.0 0.0 0.1
H -3.038992 0.506842 2.399631 -0.2 0.0 -0.1